1.
{
  "formula": "C28H55N2O",
  "method": "wB97M-V/def2-TZVPD",
  "species": ["N", "C", "C", "N", "C", "C", "O", "C", "C", "C", "C", "C", "C", "H", "H", "H", "H", "H", "H", "H", "H", "H", "H", "H", "H", "H", "C", "C", "C", "C", "C", "C", "H", "H", "H", "H", "H", "H", "H", "H", "H", "H", "H", "H", "H", "H", "C", "C", "C", "C", "C", "C", "H", "H", "H", "H", "H", "H", "H", "H", "H", "H", "H", "H", "H", "H", "C", "C", "C", "C", "C", "C", "H", "H", "H", "H", "H", "H", "H", "H", "H", "H", "H", "H", "H", "H"],
  "positions_angstrom": [[2.268165, -5.635739, -2.284009], [1.697539, -4.631275, -3.271340], [2.309760, -3.089973, -3.058307], [3.808719, -3.256707, -2.941835], [4.526119, -1.935207, -2.776309], [4.826388, -1.765560, -1.139747], [6.046220, -1.909895, -0.598100], [3.461577, -1.448105, -0.226841], [2.686888, -2.652132, 0.595799], [1.305848, -2.257758, 1.440355], [0.814247, -0.679620, 1.374846], [1.592439, 0.521621, 0.573679], [2.950649, 0.126960, -0.256116], [3.291470, -5.791758, -2.415612], [2.015547, -5.412754, -1.294635], [1.978746, -4.914440, -4.388002], [0.535239, -4.597508, -3.137217], [1.785234, -2.624703, -2.121448], [2.020375, -2.390248, -3.978591], [3.779470, -1.049274, -3.049489], [5.506172, -1.875044, -3.423480], [3.116912, -3.739289, 0.543193], [0.750301, -3.110999, 2.042399], [-0.176821, -0.394965, 1.947708], [1.244571, 1.655062, 0.526288], [3.547816, 0.931434, -0.887016], [5.450375, 7.153879, -0.754968], [6.014906, 6.132618, 0.220019], [6.223267, 4.752316, -0.408604], [4.948588, 4.063932, -0.911562], [3.859720, 3.857637, 0.144134], [4.297142, 2.954825, 1.286929], [4.460105, 6.864856, -1.118013], [5.352468, 8.127602, -0.263578], [6.113555, 7.277184, -1.617104], [5.362532, 6.060849, 1.096149], [6.980826, 6.497055, 0.585788], [6.724522, 4.106070, 0.321090], [6.919214, 4.848235, -1.252105], [5.229707, 3.086978, -1.330717], [4.526874, 4.638102, -1.743820], [2.985387, 3.407148, -0.341363], [3.525122, 4.821127, 0.544120], [4.587039, 1.967817, 0.913906], [3.473584, 2.819011, 1.995522], [5.139557, 3.379007, 1.839814], [-0.897765, -2.556557, -1.608441], [-1.882406, -3.705958, -1.461383], [-3.049544, -3.628015, -2.449070], [-3.950563, -2.396067, -2.300358], [-4.587643, -2.217713, -0.920139], [-5.517520, -3.358620, -0.537974], [-1.367402, -1.590466, -1.403307], [-0.069492, -2.679376, -0.902704], [-0.477765, -2.530498, -2.618992], [-2.252649, -3.743605, -0.431894], [-1.347341, -4.646713, -1.629569], [-3.653807, -4.537212, -2.351226], [-2.650319, -3.641919, -3.471549], [-4.746881, -2.461121, -3.055875], [-3.378999, -1.493475, -2.542868], [-5.163026, -1.283883, -0.920637], [-3.814709, -2.100528, -0.152613], [-6.328420, -3.459998, -1.265664], [-5.966036, -3.166245, 0.442140], [-4.985846, -4.311810, -0.474495], [-6.792985, 2.298520, 4.657971], [-5.293499, 2.124248, 4.475110], [-4.833804, 2.347086, 3.031907], [-5.411212, 1.367217, 2.003265], [-5.131860, -0.111298, 2.283689], [-3.650118, -0.452972, 2.274059], [-7.361052, 1.569828, 4.072924], [-7.061192, 2.160400, 5.710669], [-7.107410, 3.303735, 4.359690], [-4.993356, 1.131194, 4.824545], [-4.777959, 2.844820, 5.119001], [-3.738924, 2.306196, 3.001727], [-5.104301, 3.366345, 2.726980], [-5.002726, 1.627150, 1.015979], [-6.494509, 1.512071, 1.928093], [-5.633430, -0.711954, 1.515088], [-5.571936, -0.410394, 3.241358], [-3.201010, -0.209522, 1.306379], [-3.509884, -1.524344, 2.450952], [-3.104783, 0.083081, 3.055425]],
  "forces_ev_per_a": [[-0.5702, 0.2560, -0.6902], [0.5707, 1.3780, -0.1509], [0.6546, -0.6823, 0.0717], [-0.5790, 2.0434, 0.4391], [-1.5969, -0.3154, 0.6416], [3.8001, -0.2719, 0.7485], [-6.8336, 0.6505, -2.4256], [-1.9273, 0.5788, 1.2679], [-1.7171, 4.5347, 0.1217], [2.9935, 2.9406, -2.7100], [2.2384, -0.6784, -1.2354], [2.0886, -4.1773, -0.5577], [-2.4136, -3.2293, 2.2110], [-1.3219, 0.9099, 0.3734], [0.6598, 0.0464, -1.4467], [-0.6265, 0.2166, 2.4443], [2.0666, -0.2057, -0.3760], [0.8517, -0.7137, -1.4108], [0.2396, -1.2275, 1.4300], [1.5905, -1.2354, 0.3701], [-1.6436, -0.0361, 1.6097], [-0.9325, 2.4100, 0.0628], [1.0982, 2.2225, -1.3830], [2.2442, -0.6517, -1.2764], [0.5463, -2.8308, 0.3344], [-1.4041, -1.9868, 1.4667], [-0.0892, 0.2209, 0.0853], [0.1064, -0.1169, -0.0873], [0.0363, -0.0980, 0.1093], [-0.0182, 0.0072, -0.1013], [0.0583, -0.0701, -0.0855], [-0.0712, -0.0130, 0.1901], [0.0988, 0.0289, -0.0055], [-0.0223, -0.0534, -0.1324], [-0.0953, -0.0293, 0.0294], [0.0305, -0.0487, -0.0345], [-0.0518, -0.0479, 0.0311], [-0.0610, 0.0244, -0.0853], [-0.0584, 0.0111, 0.0808], [-0.0618, 0.1411, 0.0794], [0.0545, -0.0271, 0.0152], [0.0570, 0.0840, 0.0025], [0.0115, -0.0011, -0.0732], [0.0105, 0.1288, 0.1471], [0.1359, -0.0969, -0.0527], [-0.0196, -0.0239, -0.0414], [0.0899, -0.0322, 0.1554], [-0.0248, 0.0362, -0.1990], [-0.0574, -0.1191, 0.0607], [0.0645, 0.0558, -0.0723], [0.0101, 0.0582, -0.1474], [-0.0583, -0.0125, 0.2331], [0.0379, -0.0116, 0.0088], [-0.1134, 0.1439, -0.2041], [-0.0418, 0.0483, 0.1242], [-0.0603, -0.0297, 0.0009], [-0.0674, 0.0217, 0.0327], [-0.0233, 0.0568, -0.0374], [-0.0062, 0.0068, 0.1176], [0.0566, 0.0323, 0.1176], [-0.0109, -0.0851, 0.0073], [0.0836, -0.0267, 0.0113], [-0.0178, -0.0143, -0.1160], [0.0596, -0.0546, 0.0310], [-0.0234, -0.0857, -0.0779], [-0.0602, 0.0637, -0.0365], [-0.1098, -0.0750, 0.2106], [0.0634, 0.1129, -0.1172], [0.1347, -0.0328, -0.0060], [-0.0711, 0.0373, -0.0314], [-0.0466, 0.0593, -0.1375], [0.0659, -0.1962, 0.0792], [0.0237, 0.0888, 0.0372], [-0.0640, 0.0352, -0.1334], [-0.0118, -0.0994, -0.0173], [0.0210, 0.0406, -0.0540], [0.0206, -0.0780, -0.0367], [-0.0922, -0.0059, -0.0309], [0.0181, -0.0813, 0.0500], [-0.0581, -0.0792, 0.1397], [0.0529, 0.0291, -0.0001], [0.0096, 0.0668, 0.1008], [-0.0158, 0.0574, -0.0449], [0.0189, 0.0052, 0.1008], [0.0795, 0.1175, -0.0514], [-0.0030, -0.0199, -0.0691]],
  "spin_multiplicity": 1,
  "e_lumo_ev": 2.3,
  "total_charge": -1,
  "orbital_gap_ev": 4.8,
  "e_homo_ev": -2.51
}

2.
{
  "formula": "C5H30N2O9",
  "method": "wB97M-V/def2-TZVPD",
  "species": ["C", "C", "O", "C", "C", "N", "C", "N", "H", "H", "H", "H", "H", "H", "H", "H", "H", "H", "H", "H", "H", "H", "O", "H", "H", "O", "H", "H", "O", "H", "H", "O", "H", "H", "O", "H", "H", "O", "H", "H", "O", "H", "H", "O", "H", "H"],
  "positions_angstrom": [[-0.424333, 0.191372, 2.642255], [-0.933347, 1.003207, 1.474164], [-1.143577, 2.413802, 1.819258], [-2.298119, 0.584718, 0.975345], [-2.342739, -0.896328, 0.522466], [-1.234008, -1.250052, -0.393865], [-1.465714, -2.359394, -1.356644], [-0.215893, -2.730670, -1.981675], [-0.390989, 0.814418, 3.542272], [-0.999822, -0.710642, 2.850147], [0.633955, -0.065741, 2.568354], [-0.114852, 1.086701, 0.770712], [-0.342043, 2.708094, 2.284959], [-2.931384, 0.627282, 1.872012], [-2.630738, 1.230256, 0.165805], [-3.283908, -1.082252, -0.004234], [-2.320281, -1.565011, 1.394443], [-0.397486, -1.441697, 0.147118], [-1.887611, -3.248744, -0.880129], [-2.182287, -2.070218, -2.119872], [0.030883, -2.168476, -2.786922], [0.590541, -2.714487, -1.374119], [3.402698, -1.575000, 0.457205], [3.384927, -0.636241, 0.711962], [4.017025, -1.492867, -0.285602], [1.131096, -0.555272, -3.228259], [1.985979, -0.422078, -3.647643], [1.134865, 0.042219, -2.451383], [1.437413, 3.267938, 2.340980], [1.268187, 4.006083, 1.746227], [2.125181, 2.733608, 1.908208], [1.313710, 0.965271, -0.984505], [0.774937, 1.809886, -1.004401], [0.563238, 0.343167, -0.925679], [-1.422060, 0.710713, -2.652831], [-0.788187, 0.569569, -3.372805], [-1.418248, -0.182730, -2.270762], [2.632345, 1.062966, 1.165299], [2.318046, 1.072686, 0.271892], [1.878893, 0.783794, 1.698275], [-0.775724, 2.611570, -1.057859], [-0.980941, 2.849446, -0.141886], [-1.166570, 1.852575, -1.549967], [0.843922, -2.471396, 0.403327], [0.817440, -3.433304, 0.354275], [1.805571, -2.268728, 0.384086]],
  "forces_ev_per_a": [[0.4097, 0.3055, 1.1056], [0.0575, 1.6662, 0.3740], [-0.0427, -0.4806, 0.3037], [0.4480, -1.7379, 0.0419], [0.4134, -0.0804, -0.6934], [-1.1871, 1.1584, -0.4518], [1.2010, 0.0270, 0.9153], [-0.2516, -0.4223, -1.3268], [-0.5627, -0.0638, 0.0335], [0.1269, 0.0457, -0.0043], [-0.1195, -0.5337, -0.3481], [-0.4435, -0.6716, -0.6244], [-0.0057, 0.0161, -0.1775], [-0.2277, 0.4631, -0.4080], [-0.1380, 0.1154, 0.2176], [-0.0106, 0.0407, 0.1307], [-0.1681, 0.0748, -0.0126], [-0.5132, -0.1835, -0.2911], [-0.1307, -0.0310, 0.3242], [-0.1557, 0.1954, -0.1433], [-0.2826, -0.0713, 0.1634], [-0.6105, 0.1434, -0.1242], [0.7175, 0.5114, -0.5363], [-0.4895, 0.1082, 0.6800], [-0.1001, -0.6640, -0.0621], [0.0588, 0.3132, -0.2030], [-0.0204, 0.0407, -0.0617], [0.4826, -0.1438, -0.5596], [0.0733, 0.2043, 0.0855], [0.1009, 0.0476, 0.0196], [-0.0286, 0.0182, -0.0179], [-0.8302, 0.2883, -0.7065], [0.0879, -0.0807, -0.2073], [0.0770, -0.2633, 0.5191], [0.1161, -0.8439, -0.7178], [-0.0255, 0.4421, -0.1233], [-0.2311, 0.2247, 0.6803], [1.3429, 0.0010, 2.0781], [-0.8812, -0.0099, -1.4277], [0.0474, -0.0945, -0.1123], [1.3590, 1.1232, -0.4366], [-0.7113, -0.7231, -0.1024], [-0.4564, 0.2294, 0.7006], [1.7726, -0.8663, 1.0875], [-0.2135, -0.0679, 0.2383], [-0.0547, 0.2296, 0.1811]],
  "spin_multiplicity": 1,
  "relative_energy_ev": 1.3565,
  "e_lumo_ev": 0.2,
  "orbital_gap_ev": 9.0,
  "e_homo_ev": -8.79,
  "smiles": "C[C@H](O)CCNCN.O.O.O.O.O.O.O.O"
}

3.
{
  "formula": "C3H4LiO2Pt",
  "method": "wB97M-V/def2-TZVPD",
  "species": ["O", "Li", "C", "C", "H", "H", "H", "Pt", "C", "O", "H"],
  "positions_angstrom": [[-0.032632, -1.320770, 0.524311], [-1.111851, 0.992095, 0.202675], [1.111148, -0.687022, 0.641762], [1.372142, -0.197263, -0.668824], [1.767326, -0.966534, 1.469301], [2.146883, -0.668063, -1.283482], [1.498158, 0.893162, -0.637875], [-0.721995, -2.370224, 1.668727], [-2.828134, 2.457187, -0.322813], [-3.698923, 3.112782, -0.589007], [0.497880, -1.245347, -1.004774]],
  "forces_ev_per_a": [[2.2781, 4.8898, -2.9017], [-1.0449, 1.2384, -0.5755], [2.4178, -1.7810, -1.7449], [-2.1333, -3.1159, 0.0831], [-0.0409, 1.0115, 0.8720], [1.2531, 0.1437, 0.4173], [-0.1807, 0.4270, -1.0066], [-4.3165, -6.9076, 6.8679], [-0.8732, 0.5269, -0.2514], [1.1288, -0.7757, 0.3362], [1.5117, 4.3429, -2.0962]],
  "spin_multiplicity": 3,
  "relative_energy_ev": 2.8166,
  "e_lumo_ev": [-16.4, -19.2],
  "total_charge": 3,
  "orbital_gap_ev": [8.4, 5.6],
  "e_homo_ev": [-24.77, -24.77]
}

4.
{
  "formula": "C4H12N2",
  "method": "wB97M-V/def2-TZVPD",
  "species": ["C", "N", "C", "H", "H", "H", "H", "H", "C", "C", "N", "H", "H", "H", "H", "H", "H", "H"],
  "positions_angstrom": [[1.561838, -0.691479, 1.615970], [1.906789, -1.215415, 0.522569], [3.021361, -0.607739, -0.191810], [2.113295, 0.166826, 2.027110], [0.713050, -1.134563, 2.119357], [3.643150, -1.436456, -0.531440], [2.669403, 0.019413, -0.993928], [3.630102, 0.027781, 0.469774], [-1.719162, 1.814122, -1.126801], [-2.620021, 0.772833, -0.455391], [-1.897943, -0.479839, -0.110198], [-0.832167, 2.019425, -0.524019], [-2.313583, 2.710069, -1.308876], [-1.366523, 1.427340, -2.077936], [-3.492573, 0.605967, -1.101198], [-3.039795, 1.248291, 0.443546], [-2.411516, -1.263081, -0.496138], [-1.019424, -0.412154, -0.612390]],
  "forces_ev_per_a": [[0.3158, -0.2108, -0.4578], [-0.2372, 0.3507, -0.2493], [0.3635, -0.4170, 1.1201], [-0.2713, -0.0882, 0.1993], [-0.0812, 0.2063, 0.3376], [0.0561, 0.2962, -0.4114], [-0.1649, -0.0968, -0.5372], [-0.0218, -0.0183, -0.0503], [-0.3030, -0.6153, 0.1065], [-0.1733, 0.4117, 0.3219], [-0.3610, 0.9207, -0.4675], [-0.1640, 0.2150, 0.1101], [0.3094, 0.1468, 0.0445], [0.0418, 0.0141, -0.2958], [0.2141, -0.2133, -0.0180], [0.1601, -0.3073, 0.0363], [0.2021, -0.0870, 0.0804], [0.1148, -0.5073, 0.1307]],
  "spin_multiplicity": 1,
  "relative_energy_ev": 1.4578,
  "e_lumo_ev": 1.1,
  "orbital_gap_ev": 10.4,
  "e_homo_ev": -9.29,
  "smiles": "C=NC.CCN"
}

5.
{
  "formula": "C3H12O4",
  "method": "wB97M-V/def2-TZVPD",
  "species": ["C", "C", "C", "O", "H", "H", "H", "H", "H", "H", "O", "H", "H", "O", "H", "H", "O", "H", "H"],
  "positions_angstrom": [[0.886350, -2.671679, -0.679959], [1.301885, -1.229877, -0.688687], [0.462605, -0.233012, -0.399344], [0.712658, 1.109235, -0.550940], [1.451893, -3.044618, 0.192335], [-0.162923, -2.760835, -0.409954], [1.274781, -3.176623, -1.563002], [2.379949, -1.071684, -0.713430], [-0.565907, -0.422620, -0.104107], [1.532330, 1.302101, -0.070034], [-3.201162, -0.171802, -2.994359], [-3.200946, 0.173293, -3.900928], [-2.293104, -0.457622, -2.850193], [1.295146, 3.482458, 1.558503], [1.491334, 3.425621, 2.495831], [2.197438, 3.745097, 1.302029], [-1.645294, 0.365993, 3.078258], [-2.412718, 0.439143, 3.665782], [-1.504313, 1.197434, 2.632193]],
  "forces_ev_per_a": [[1.1573, 0.6954, 1.6663], [-0.3685, 0.4097, 0.5648], [-0.0537, -0.4569, -0.8841], [0.5880, -0.0477, 0.9142], [-0.2608, -0.6296, -0.3503], [-0.1147, -0.3423, -0.6229], [-0.6016, -0.1910, -0.0459], [-0.1450, 0.3370, -0.6353], [-0.0762, -0.0746, -0.3368], [-0.2486, 0.2939, -0.2619], [0.0486, 0.1103, -0.4310], [-0.0265, -0.1298, 0.3960], [0.0013, 0.0235, 0.0532], [1.2716, 0.2040, 0.1074], [-0.6833, -0.2435, 0.6004], [-0.5199, 0.0308, -0.6843], [-0.1130, -0.6920, 0.4187], [0.3568, 0.2802, -0.4226], [-0.2118, 0.4227, -0.0458]],
  "spin_multiplicity": 1,
  "relative_energy_ev": 1.5927,
  "e_lumo_ev": 0.5,
  "orbital_gap_ev": 9.1,
  "e_homo_ev": -8.65,
  "smiles": "C/C=C/O.O.O.O"
}

6.
{
  "formula": "C2H3FO2",
  "method": "wB97M-V/def2-TZVPD",
  "species": ["C", "C", "O", "O", "F", "H", "H", "H"],
  "positions_angstrom": [[1.345609, 0.612065, 0.087227], [-0.895157, 0.151623, 0.056907], [2.529060, 0.705407, 0.023133], [0.209352, 0.930220, 0.060904], [0.334319, -2.084098, -0.159060], [-1.668936, 0.406211, 0.764043], [-0.477140, -0.916649, 0.077555], [-1.377106, 0.195222, -0.910711]],
  "forces_ev_per_a": [[7.2333, 0.0238, -0.7752], [-4.5203, -3.8049, -0.9115], [-5.0362, -0.7777, 0.4955], [1.3850, 2.9928, 0.4686], [0.5402, 0.9114, 0.1263], [0.5446, 0.6004, 0.6800], [-0.3573, -0.4269, 0.3392], [0.2107, 0.4811, -0.4229]],
  "spin_multiplicity": 1,
  "relative_energy_ev": 4.2589,
  "e_lumo_ev": -1.3,
  "orbital_gap_ev": 8.1,
  "e_homo_ev": -9.36
}

7.
{
  "formula": "C3H6NO2",
  "method": "wB97M-V/def2-TZVPD",
  "species": ["C", "C", "N", "H", "H", "H", "H", "H", "O", "C", "O", "H"],
  "positions_angstrom": [[-1.191460, 1.832414, -0.338448], [-0.104440, 1.306336, 0.372811], [1.085747, 0.783663, -0.120439], [-1.449581, 1.705551, -1.427034], [-2.019844, 2.236218, 0.260320], [-0.096608, 1.679953, 1.382524], [1.103974, 0.689239, -1.099484], [1.104894, -0.168601, 0.328875], [0.739422, -1.768026, -0.791417], [0.389234, -2.548832, 0.214916], [1.141344, -2.871330, 1.131166], [-0.702682, -2.876585, 0.086210]],
  "forces_ev_per_a": [[0.8905, -1.3620, 0.6676], [-2.0645, 2.9532, -2.9475], [-0.7303, -0.4942, 2.9675], [0.7711, -0.0626, 1.2049], [0.5017, 0.0302, -0.2277], [0.1075, -0.7487, 0.7253], [-0.2902, -0.6024, -1.1763], [0.8986, 0.7211, -1.2027], [-1.1230, -1.8888, 1.9193], [0.9090, 2.1033, -3.3334], [-0.6814, -0.5252, 0.7091], [0.8109, -0.1241, 0.6939]],
  "spin_multiplicity": 1,
  "relative_energy_ev": 1.6981,
  "e_lumo_ev": 4.2,
  "total_charge": -1,
  "orbital_gap_ev": 8.4,
  "e_homo_ev": -4.20
}